# 1
The following is a quantum chemistry calculation of 3 unconnected molecules or ions with the total composition C5H15N3O in a non-equilibrium geometry, from OMol25.

Computed properties:
Spin multiplicity: 1
LUMO in eV: 0.87
Energy above the lowest of the compared OMol25 structures with the same formula, charge and spin in kcal/mol: 17.1
Net charge: 0
Kohn-Sham gap in eV: 9.67

Geometry as XYZ:
```
24
Properties=species:S:1:pos:R:3:forces:R:3:nbo_charge:R:1
C -1.35925 0.22694 0.81228 -0.1 0.2 0.5 0.466
C -0.05391 -1.43773 -1.56051 1.1 0.5 0.1 -0.649
C -2.63466 -0.53932 0.67327 0.0 0.0 -0.4 -0.727
C -0.60966 -0.43080 -2.55733 0.1 -0.1 0.1 -0.612
O -1.14055 1.29618 0.29895 -0.2 -0.1 -0.1 -0.560
H 0.61789 2.39844 1.07762 0.1 -0.2 0.2 0.414
H -0.64290 -0.21614 1.53016 0.2 0.0 -0.1 0.114
H -0.85414 -1.96302 -1.04510 0.0 0.1 0.4 0.182
H 0.52410 -2.20050 -2.08256 0.0 -0.1 -0.1 0.201
H -3.23855 -0.34815 1.56033 0.0 0.0 0.1 0.241
H -3.18582 -0.21819 -0.20822 0.0 0.0 0.0 0.236
H -2.43738 -1.60714 0.63236 0.0 -0.1 0.0 0.232
H -1.29239 -0.90355 -3.25760 -0.1 0.0 -0.2 0.196
H 0.20355 0.02223 -3.12239 0.0 0.0 -0.1 0.203
H -1.13415 0.37094 -2.04225 -0.1 0.1 0.0 0.204
C 1.94025 0.88020 1.01205 -0.1 0.1 -0.3 0.579
N 2.55463 -0.00150 1.88007 0.0 0.0 0.3 -0.836
N 1.89884 0.58876 -0.22737 0.5 0.1 -0.1 -0.799
N 1.39345 2.00312 1.59779 0.0 0.3 0.1 -0.845
H 3.15213 -0.65960 1.40297 0.0 0.1 0.1 0.401
H 2.94460 0.39629 2.72072 0.1 -0.1 -0.1 0.376
H 1.41992 1.28419 -0.78849 -0.1 0.0 0.2 0.349
H 0.69919 -0.90608 -0.89957 -1.2 -0.9 -0.4 0.259
H 1.23482 1.96444 2.59283 0.0 0.0 -0.1 0.375
```
Forces are in eV/Å.

---

# 2
The following is a quantum chemistry calculation of C4H4N2O in the gas phase in a non-equilibrium geometry, from OMol25.

Computed properties:
Spin multiplicity: 1
LUMO in eV: 0.24
Energy above the lowest of the compared OMol25 structures with the same formula, charge and spin in kcal/mol: 56.7
Net charge: 0
Kohn-Sham gap in eV: 9.75

Geometry as XYZ:
```
11
Properties=species:S:1:pos:R:3:forces:R:3:nbo_charge:R:1
O -2.62903 -0.71465 0.16971 0.3 0.8 -0.2 -0.519
C -2.39380 0.39616 -0.26040 0.1 -0.2 0.1 0.410
C -1.09850 1.09384 -0.25286 0.4 -0.6 0.2 -0.568
C 0.04656 0.63442 0.20902 0.3 0.2 0.3 0.600
N 1.15546 0.46014 0.66090 -1.1 -0.2 0.2 -0.464
C 2.02936 -0.57761 0.35436 0.0 -0.4 0.0 0.246
N 1.58496 -1.72863 0.06627 0.5 0.5 0.2 -0.595
H -3.16420 1.01057 -0.75521 -0.2 -0.1 0.1 0.115
H -0.91201 2.05072 -0.69630 -0.6 0.5 -0.6 0.261
H 3.06055 -0.28747 0.51969 0.2 -0.2 -0.1 0.170
H 2.38653 -2.34916 0.00184 0.0 -0.3 -0.2 0.345
```
Forces are in eV/Å.